Arrangement 1

Computed, not measured: a structure of composition C4H7P, with wB97M-V/def2-TZVPD.

Each line ends with the natural charge from an NBO analysis.
Positions of all 12 atoms, in Å:
C 0.550 0.051 1.503  -0.470
C 0.011 1.135 0.835  -0.251
P 0.305 -1.302 0.341  0.426
C -0.419 0.785 -0.643  -0.430
C -0.063 -0.636 -1.178  -0.720
H 0.888 -0.120 2.611  0.258
H -0.144 2.022 1.369  0.217
H 0.368 -2.660 0.767  0.062
H -1.470 0.986 -0.701  0.220
H 0.066 1.496 -1.243  0.222
H -0.830 -1.164 -1.805  0.250
H 0.736 -0.592 -1.857  0.216

The charge is 0. The lowest unoccupied orbital energy is 1.14 eV. As for the HOMO-LUMO gap: 7.64 eV.

---

Arrangement 2

Computed, not measured: a cluster of 2 separate species, C4H7P in total, with wB97M-V/def2-TZVPD.

Each line ends with the natural charge from an NBO analysis.
Positions of all 12 atoms, in Å:
C -0.428 1.193 -0.498  -0.188
C -0.831 0.002 -0.086  0.054
C 0.342 0.566 0.569  -0.196
C -1.785 -1.103 -0.151  -0.666
P 2.656 -0.339 -0.154  -0.082
H -0.533 2.030 -1.144  0.230
H 0.515 0.867 1.583  0.199
H -1.469 -1.930 0.481  0.235
H -1.890 -1.452 -1.178  0.242
H -2.761 -0.752 0.186  0.244
H 3.203 0.014 1.076  -0.036
H 2.980 0.904 -0.685  -0.037

The charge is 0. The lowest unoccupied orbital energy is 0.84 eV. As for the HOMO-LUMO gap: 8.15 eV.

---

It is arrangement 1 that is most stable; the runner-up trails by 100.9 kJ/mol.

---

Arrangement 1

Computed, not measured: a structure of composition C4H11N2S, with wB97M-V/def2-TZVPD.

Each line ends with the natural charge from an NBO analysis.
Positions of all 18 atoms, in Å:
C -2.119 -0.413 0.420  -0.027
C -0.215 0.220 0.065  0.190
C 2.149 -0.313 0.552  -0.676
C 1.088 -0.312 -0.533  -0.439
N -0.774 -0.592 1.056  -0.623
N -1.421 0.117 -0.802  -0.542
S 0.070 2.021 0.263  0.012
H -2.781 -1.251 0.206  0.233
H -2.744 0.487 0.709  0.212
H 2.393 0.711 0.984  0.253
H 3.187 -0.433 0.077  0.255
H 2.100 -1.178 1.221  0.244
H 0.914 -1.367 -1.080  0.232
H 1.446 0.378 -1.416  0.224
H -0.683 -0.404 2.031  0.421
H -1.363 -0.628 -1.532  0.439
H -1.814 0.926 -1.231  0.452
H 0.570 2.031 -0.992  0.139

The charge is +1. The lowest unoccupied orbital energy is -3.34 eV. As for the HOMO-LUMO gap: 10.53 eV.

---

Arrangement 2

Computed, not measured: the ion C4H11N2S with charge +1, with wB97M-V/def2-TZVPD.

Each line ends with the natural charge from an NBO analysis.
Positions of all 18 atoms, in Å:
C -1.810 0.815 -1.428  -0.524
C -0.943 0.175 -0.283  0.362
N -1.326 0.062 0.988  -0.598
C -0.706 -0.853 1.931  -0.444
N 0.408 -0.277 -0.762  -0.580
C 1.661 0.303 -0.091  -0.318
S 2.992 -0.403 -1.211  0.038
H -1.256 0.900 -2.375  0.191
H -2.375 1.610 -1.082  0.219
H -2.329 0.295 1.237  0.446
H -0.944 -1.937 1.661  0.219
H 0.395 -0.534 1.999  0.196
H -1.147 -0.695 2.957  0.256
H 0.403 -0.130 -1.812  0.479
H 0.670 -1.239 -0.554  0.442
H 1.657 1.371 -0.089  0.252
H 1.834 -0.114 0.850  0.232
H 2.815 0.654 -1.938  0.132

The charge is +1. The lowest unoccupied orbital energy is -3.57 eV. As for the HOMO-LUMO gap: 8.57 eV. Its SMILES is C=C(NC)[NH2+]CS.

---

It is arrangement 1 that is most stable; the runner-up trails by 132.6 kJ/mol.